Model P:
Entry from the Open Molecules 2025 dataset: the molecule C3H8P2 (ωB97M-V/def2-TZVPD).

The geometry in XYZ format:
```
13
C3H8P2 (ωB97M-V/def2-TZVPD)
C -0.215 -0.551 -0.340
C 1.910 0.749 0.164
C 1.372 -0.577 -0.347
P -1.180 0.738 -0.251
P -3.095 -0.338 -0.026
H -0.774 -1.476 -0.060
H 3.025 0.635 0.156
H 1.593 1.580 -0.474
H 1.440 1.015 1.176
H 1.556 -1.339 0.458
H 1.614 -1.030 -1.285
H -3.693 0.845 -0.580
H -3.555 -0.251 1.408
```

The calculation puts the HOMO energy at -8.7 eV. Its net charge is 0. The SMILES is CCC=P#[PH2]. The value obtained for the HOMO-LUMO gap is 9.11 eV.

=====

Model Q:
Entry from the Open Molecules 2025 dataset: the molecule C3H8P2 (ωB97M-V/def2-TZVPD).

The geometry in XYZ format:
```
13
C3H8P2 (ωB97M-V/def2-TZVPD)
C -1.636 -0.488 -0.126
C -0.376 -0.217 -0.778
C 0.799 0.431 0.524
P -2.905 0.712 -0.172
P 2.479 0.591 -0.222
H -1.938 -1.482 0.065
H -0.521 0.482 -1.505
H 0.332 -1.002 -1.044
H 0.512 -0.143 1.312
H 0.613 1.479 0.607
H -3.492 -0.110 0.754
H 3.035 -0.720 -0.609
H 3.098 0.467 1.192
```

The calculation puts the HOMO energy at -8.6 eV. Its net charge is 0. The SMILES is [H]/P=C/CCP. The value obtained for the HOMO-LUMO gap is 8.44 eV.

=====

Which structure wins on stability? model P wins.

=====

Model P:
Entry from the Open Molecules 2025 dataset: a cluster of 11 separate species, C4H30N2O12 in total (ωB97M-V/def2-TZVPD).

The geometry in XYZ format:
```
48
C4H30N2O12 (ωB97M-V/def2-TZVPD)
O 0.432 3.003 -0.232
C -0.708 3.110 -0.640
C -1.799 2.056 -0.690
C -2.916 2.689 0.119
O -3.722 3.574 -0.683
N -1.437 0.810 -0.023
C -2.164 -0.288 -0.617
N -1.670 -1.586 -0.243
H -1.076 4.119 -0.892
H -1.958 1.923 -1.787
H -3.544 1.993 0.705
H -2.561 3.302 0.949
H -4.633 3.352 -0.459
H -0.463 0.665 0.222
H -3.239 -0.169 -0.409
H -2.083 -0.254 -1.745
H -2.180 -2.116 0.434
H -0.673 -1.632 -0.274
H 3.729 -2.516 1.314
H 3.752 -3.905 0.854
O 4.331 -3.272 1.305
H 1.101 -1.933 -4.716
H 0.209 -2.096 -3.437
O 0.202 -2.031 -4.393
H 5.094 -2.013 -0.616
H 5.265 -0.652 -1.013
O 4.529 -1.272 -0.894
H 1.870 -0.257 -1.290
H 2.744 -1.386 -1.673
O 1.788 -1.192 -1.671
H 2.592 -0.400 0.810
H 1.114 -1.062 0.732
O 1.681 -0.370 1.100
H 0.705 0.216 2.570
H 0.853 1.148 3.759
O 0.214 0.568 3.338
H 1.633 1.706 -0.439
H 3.149 1.747 -0.909
O 2.384 1.179 -0.805
H 1.379 -2.899 -1.699
H 0.349 -3.822 -2.405
O 1.170 -3.825 -1.901
H -2.665 0.774 1.962
H -2.883 0.689 3.507
O -3.145 1.157 2.714
H -1.605 -1.058 4.442
H -1.361 -0.850 3.023
O -1.956 -1.358 3.587
```

The calculation puts the HOMO energy at -9.2 eV. Its net charge is 0. The SMILES is NCN[C@H](C=O)CO.O.O.O.O.O.O.O.O.O.O. The value obtained for the HOMO-LUMO gap is 9.06 eV.

=====

Model Q:
Entry from the Open Molecules 2025 dataset: a cluster of 11 separate species, C4H30N2O12 in total (ωB97M-V/def2-TZVPD).

The geometry in XYZ format:
```
48
C4H30N2O12 (ωB97M-V/def2-TZVPD)
C -2.762 0.776 -2.789
C -1.779 0.459 -1.608
C -0.967 1.748 -1.240
O -1.607 2.197 -0.027
N -0.856 -0.683 -1.816
C -0.278 -1.284 -0.753
N 0.871 -2.100 -1.137
O -0.416 -0.982 0.445
H -3.321 1.687 -2.515
H -2.135 1.019 -3.630
H -3.401 -0.056 -3.150
H -2.346 0.330 -0.615
H 0.129 1.645 -1.315
H -1.380 2.621 -1.792
H -1.500 1.476 0.643
H -0.542 -0.834 -2.840
H 1.593 -2.231 -0.414
H 1.082 -2.108 -2.085
H 4.087 0.350 -2.558
H 2.907 0.087 -1.816
O 3.421 -0.307 -2.518
H 0.517 -3.030 1.637
H -0.021 -3.928 2.897
O 0.810 -3.597 2.492
H 0.633 0.686 -4.393
H 1.514 -0.390 -3.609
O 0.728 0.146 -3.591
H 1.674 0.744 3.031
H 0.590 -0.162 2.444
O 1.382 -0.198 2.929
H 1.944 0.237 0.610
H 1.816 1.815 0.343
O 2.302 1.023 0.102
H 2.706 -1.190 2.258
H 2.363 -2.707 1.962
O 2.723 -1.891 1.584
H 1.392 3.523 0.878
H -0.069 3.434 0.452
O 0.516 4.002 0.936
H -1.617 -0.657 2.264
H -2.700 0.319 2.001
O -2.040 0.139 2.561
H 0.447 3.165 3.486
H -0.787 2.191 3.449
O 0.226 2.204 3.399
H -2.838 -1.957 -0.956
H -3.986 -2.820 -0.700
O -3.562 -1.981 -0.431
```

The calculation puts the HOMO energy at -9.7 eV. Its net charge is 0. The SMILES is C[C@H](CO)NC(N)=O.O.O.O.O.O.O.O.O.O.O. The value obtained for the HOMO-LUMO gap is 9.84 eV.

=====

Which structure wins on stability? model Q wins.

=====

Model P:
Entry from the Open Molecules 2025 dataset: a cluster of 3 separate species, CH10N2O2 in total (ωB97M-V/def2-TZVPD).

The geometry in XYZ format:
```
15
CH10N2O2 (ωB97M-V/def2-TZVPD)
N -1.171 -3.025 1.499
C -0.440 -1.729 1.629
N 0.120 -1.345 0.356
H -0.698 -3.549 0.784
H -1.456 -3.302 2.399
H 0.321 -1.726 2.452
H -0.930 -0.827 1.904
H -0.700 -1.179 -0.380
H 0.617 -2.147 -0.058
H 0.763 1.545 1.510
H 0.868 0.488 0.473
O 1.365 1.244 0.875
H 0.024 4.737 -4.975
H 1.045 5.690 -4.335
O 0.270 5.126 -4.133
```

The calculation puts the HOMO energy at -9.4 eV. Its net charge is 0. The SMILES is NCN.O.O. The value obtained for the HOMO-LUMO gap is 10.37 eV.

=====

Model Q:
Entry from the Open Molecules 2025 dataset: a cluster of 3 separate species, CH10N2O2 in total (ωB97M-V/def2-TZVPD).

The geometry in XYZ format:
```
15
CH10N2O2 (ωB97M-V/def2-TZVPD)
N 2.051 0.737 -0.560
C 1.775 -0.516 -1.183
N 0.459 -0.624 -1.800
H 2.215 1.522 -1.163
H 1.396 0.965 0.170
H 1.878 -1.317 -0.444
H 2.549 -0.699 -1.935
H -0.084 -1.444 -1.591
H -0.121 0.191 -1.704
H -3.501 -1.189 -1.424
H -2.802 -0.807 -2.756
O -2.644 -1.035 -1.836
H -0.434 0.983 5.178
H -1.565 2.001 5.299
O -1.173 1.232 5.748
```

The calculation puts the HOMO energy at -8.5 eV. Its net charge is 0. The SMILES is NCN.O.O. The value obtained for the HOMO-LUMO gap is 9.21 eV.

=====

Which structure wins on stability? model Q wins.

=====

Model P:
Entry from the Open Molecules 2025 dataset: the molecule C3H7PS2 (ωB97M-V/def2-TZVPD).

The geometry in XYZ format:
```
13
C3H7PS2 (ωB97M-V/def2-TZVPD)
C 1.792 0.028 0.108
C -0.945 0.608 0.074
C 1.867 -1.331 -0.588
P 0.538 0.704 1.209
S 3.292 1.011 0.161
S 0.939 -2.633 0.412
H -0.956 0.522 -0.986
H -1.529 1.510 0.212
H -1.493 -0.241 0.531
H 2.880 -1.686 -0.659
H 1.496 -1.340 -1.533
H 0.651 2.162 1.159
H 0.304 -1.755 1.234
```

The calculation puts the HOMO energy at -8.6 eV. Its net charge is 0. The SMILES is CPC(=S)CS. The value obtained for the HOMO-LUMO gap is 7.57 eV.

=====

Model Q:
Entry from the Open Molecules 2025 dataset: the molecule C3H7PS2 (ωB97M-V/def2-TZVPD).

The geometry in XYZ format:
```
13
C3H7PS2 (ωB97M-V/def2-TZVPD)
C 1.141 0.563 0.125
C -1.645 0.585 0.204
C 1.050 -0.736 -0.683
P -0.185 1.256 1.146
S 2.748 1.317 0.180
S 0.151 -1.926 0.404
H -1.956 0.621 -0.864
H -2.378 1.166 0.788
H -1.729 -0.482 0.437
H 2.010 -1.129 -0.829
H 0.438 -0.625 -1.687
H -0.493 2.453 0.628
H 0.848 -3.063 0.152
```

The calculation puts the HOMO energy (spin up / spin down) at -8.7 / -8.7 eV. Its net charge is 0. The SMILES is CPC(=S)CS. The value obtained for the HOMO-LUMO gap (spin up / spin down) is 7.74 / 7.75 eV.

=====

Which structure wins on stability? model P wins.